[1]
{
  "formula": "C35H74BrI2N8O2",
  "method": "ωB97M-V with the def2-TZVPD basis set",
  "species": ["H", "H", "C", "H", "H", "C", "H", "H", "H", "C", "H", "H", "H", "H", "C", "H", "C", "C", "C", "H", "H", "H", "N", "C", "C", "H", "C", "H", "H", "H", "H", "H", "H", "C", "H", "H", "H", "N", "H", "H", "C", "H", "C", "H", "H", "C", "C", "C", "H", "H", "Br", "H", "N", "C", "C", "C", "C", "C", "H", "N", "C", "H", "H", "H", "N", "H", "C", "H", "H", "I", "C", "H", "H", "H", "C", "H", "C", "H", "H", "H", "H", "H", "H", "H", "C", "C", "H", "H", "H", "H", "C", "H", "C", "H", "H", "H", "C", "N", "H", "C", "C", "H", "H", "H", "O", "H", "C", "O", "H", "H", "H", "H", "N", "I", "H", "N", "H", "H", "H", "H", "C", "H"],
  "xyz": [[0.776, -2.311, 2.498], [1.097, -5.154, -5.734], [-0.490, 1.548, 0.201], [-5.302, 2.413, 5.419], [3.894, 0.354, 1.718], [2.806, 5.086, -6.439], [2.043, 7.127, -6.539], [-7.438, 1.909, 6.312], [-0.403, 4.226, -5.017], [3.732, -5.199, -5.403], [2.100, 1.329, -5.267], [-7.065, 2.531, 7.908], [3.248, -5.613, -6.288], [3.323, 6.761, -7.685], [-4.869, 3.465, 9.529], [-3.923, 2.714, 2.786], [0.174, -5.091, 2.459], [1.367, 5.405, -4.473], [-6.638, 2.025, 7.045], [3.366, -6.920, -4.171], [-4.217, 0.978, 8.156], [1.406, -0.737, -1.883], [-0.451, 0.212, 0.451], [4.040, 1.844, 0.166], [0.782, -7.237, -5.356], [3.833, -5.474, -3.291], [1.746, 2.347, -5.447], [2.591, 3.217, -3.666], [1.763, -7.655, -5.585], [-0.883, -1.433, -1.933], [0.588, -7.807, -2.489], [-2.423, 1.070, 1.931], [0.727, 2.407, -5.061], [3.215, -5.831, -4.119], [-1.160, 2.663, 3.282], [3.352, 0.184, -1.024], [-0.267, -2.929, 3.786], [0.604, 1.997, -0.560], [2.274, -4.644, 2.671], [5.305, 0.174, 0.645], [-1.961, 3.402, 3.288], [-3.064, 3.921, 8.469], [0.933, -0.257, 0.153], [-1.746, -3.311, -0.708], [-0.323, -4.753, 0.086], [1.660, 1.104, -0.033], [-5.484, 2.818, 6.421], [-3.052, 3.079, 2.257], [-2.655, 1.732, 7.889], [-5.947, 3.572, 9.422], [5.455, 2.589, -0.957], [-2.852, -0.181, 6.413], [-1.424, 2.349, 0.596], [-3.423, 0.719, 6.179], [-2.609, 1.954, 1.335], [4.669, 0.885, 1.160], [1.432, -5.790, -2.472], [-0.641, 1.674, -2.497], [-4.366, 0.395, 5.736], [-4.215, 2.852, 7.130], [3.004, 1.169, -0.733], [0.969, -3.623, 0.414], [0.190, -7.277, -6.271], [-4.655, 2.455, 9.878], [0.476, 1.767, -1.988], [4.802, -5.384, -5.501], [-0.194, -2.045, -1.355], [-6.331, 1.025, 7.352], [-0.969, -1.962, 2.516], [-4.123, 1.372, -0.100], [-3.630, 1.558, 7.428], [3.716, 6.994, -5.979], [2.911, 1.783, -1.624], [0.440, -5.357, -2.302], [-0.947, -2.751, -0.226], [0.296, -7.886, -4.630], [-0.110, -3.787, 0.534], [1.669, -5.922, 3.710], [-1.457, -2.073, 0.450], [5.256, 1.432, 1.890], [-2.866, 1.285, 5.427], [1.285, 5.084, -3.430], [1.788, 1.457, 0.996], [3.608, 2.684, 0.698], [1.072, -1.263, -0.991], [-4.126, 3.798, 8.232], [3.572, -4.120, -5.396], [1.415, -0.693, 1.023], [-2.391, 3.435, 4.284], [2.344, -7.769, -2.277], [1.412, -7.259, -2.035], [1.575, 6.477, -4.417], [1.430, -4.956, 3.286], [-4.556, 4.154, 10.315], [-1.340, 3.332, 0.349], [-1.514, 4.374, 3.110], [2.679, 3.345, -4.750], [-0.490, -3.924, 1.951], [0.070, 5.410, -6.239], [0.010, 5.224, -5.166], [0.874, -5.786, -4.871], [3.711, 3.068, -4.988], [3.739, 4.590, -6.716], [0.129, -2.831, -2.039], [-0.245, -6.181, 2.178], [-0.111, -5.456, -4.532], [-0.218, -2.720, 2.726], [-1.594, 1.312, -3.018], [1.713, 2.492, -6.527], [1.342, -4.244, 4.099], [-4.456, 4.776, 7.872], [1.850, -1.975, -0.733], [1.838, -5.474, -3.827], [-3.655, 4.848, 1.200], [-0.709, 5.935, -4.755], [2.526, 4.753, -5.054], [-0.631, 0.057, 1.444], [-5.804, 3.848, 6.251], [1.277, -7.318, -0.952], [2.105, -5.245, -1.797], [2.978, 6.580, -6.667], [2.036, 4.705, -7.129]],
  "lowdin_charge": [0.083, 0.102, -0.312, 0.089, 0.074, -0.271, 0.065, 0.075, 0.047, -0.089, 0.071, 0.059, 0.066, 0.075, -0.080, 0.066, -0.481, -0.249, -0.075, 0.105, 0.107, 0.111, 0.194, -0.754, -0.077, 0.116, -0.080, 0.087, 0.068, 0.106, 0.061, 0.081, 0.037, -0.275, 0.074, 0.125, 0.089, 0.028, 0.092, 0.077, -0.143, 0.109, -0.202, 0.120, 0.116, -0.236, -0.253, -0.824, 0.120, 0.058, 0.722, 0.074, 0.093, -0.091, -0.788, -0.143, -0.271, -0.289, 0.067, -0.205, -0.191, 0.119, 0.075, 0.069, 0.188, 0.074, -0.174, 0.068, 0.066, 0.898, -0.272, 0.081, 0.079, 0.095, -0.164, 0.056, -0.171, 0.089, 0.082, 0.080, 0.053, 0.107, 0.151, 0.089, -0.137, -0.250, 0.077, 0.135, 0.073, 0.071, -0.072, 0.103, 0.005, 0.074, 0.133, 0.052, -0.253, -0.103, 0.069, -0.078, -0.248, 0.113, 0.119, 0.111, 0.114, 0.112, -0.085, 0.215, 0.071, 0.068, 0.112, 0.112, -0.202, 0.901, 0.072, -0.198, 0.142, 0.115, 0.069, 0.103, -0.087, 0.104],
  "energy_ev": -139746.306,
  "e_homo_ha": -0.3597,
  "total_charge": 1,
  "multiplicity": 1,
  "homo_lumo_gap_ev": 5.86
}

***

[2]
{
  "formula": "C35H75BFN5O11P2S3",
  "method": "ωB97M-V with the def2-TZVPD basis set",
  "species": ["C", "C", "C", "H", "C", "H", "H", "H", "C", "N", "H", "H", "H", "S", "H", "C", "H", "H", "H", "H", "H", "H", "C", "C", "C", "H", "H", "N", "H", "H", "H", "H", "O", "H", "O", "H", "N", "H", "C", "H", "O", "O", "C", "H", "C", "P", "O", "H", "O", "F", "H", "H", "H", "C", "H", "H", "C", "O", "O", "H", "H", "H", "H", "C", "H", "H", "H", "H", "H", "H", "C", "N", "H", "O", "H", "C", "C", "H", "H", "H", "H", "H", "H", "H", "O", "C", "C", "C", "C", "H", "H", "P", "H", "C", "S", "B", "S", "H", "H", "C", "C", "H", "O", "H", "H", "H", "C", "H", "C", "H", "C", "H", "H", "C", "H", "H", "C", "H", "H", "H", "H", "H", "C", "H", "C", "H", "C", "H", "H", "C", "H", "N", "C"],
  "xyz": [[5.016, 3.966, 3.910], [-3.136, -0.803, -1.925], [1.147, -3.115, -1.350], [5.786, 8.749, 0.183], [4.396, 9.560, 1.433], [-1.425, -2.296, -2.007], [-1.567, -5.388, -5.190], [3.219, 5.153, 4.113], [-7.312, -3.593, -3.384], [2.759, 3.425, 3.017], [3.330, 9.812, 1.371], [-8.640, -1.697, -0.620], [-0.842, -4.185, -3.801], [-1.770, 0.514, -1.687], [3.250, 3.661, 5.069], [6.924, 7.102, 1.966], [2.401, -4.461, 1.025], [-5.421, -5.353, 0.654], [4.932, 1.625, 2.387], [-7.625, -4.668, -3.765], [-6.027, -1.530, 0.447], [-4.722, 2.369, 2.233], [5.217, 10.854, 1.552], [-2.542, 1.702, -0.405], [7.489, 10.758, 0.814], [-3.504, -0.611, -3.047], [0.692, -1.020, -2.398], [-2.271, 3.212, -0.259], [-1.506, -1.351, 0.491], [-0.323, -0.840, 3.996], [3.189, 0.745, 3.810], [0.853, -2.825, -7.637], [6.581, 10.572, 1.892], [-4.975, -6.424, -4.188], [-1.718, -3.564, 0.234], [3.175, 2.514, 2.844], [-3.127, 3.578, 0.800], [1.072, -1.850, 3.232], [-3.341, -4.744, -1.186], [3.040, 1.338, 5.501], [5.454, 2.619, 4.135], [6.057, 6.116, 1.425], [-5.594, -2.553, 0.004], [-7.795, -3.640, -1.129], [-4.049, -2.654, 0.488], [0.821, -2.585, 0.449], [0.861, -3.852, -5.754], [7.249, 7.781, 1.177], [-6.193, -0.418, -2.847], [-2.392, -1.795, 3.029], [2.091, -3.807, -1.362], [0.788, -6.073, -5.969], [-6.337, -4.714, -1.652], [1.592, -1.738, -2.177], [0.848, 4.210, 3.347], [-0.153, 2.460, 4.626], [-2.045, -6.527, -2.314], [-4.047, -6.016, -4.090], [1.249, 1.017, 4.456], [-4.365, -8.595, -2.577], [-4.441, -7.123, -0.470], [0.074, -4.543, -7.702], [1.327, 2.837, 5.471], [-1.084, -2.391, 0.816], [4.557, 8.990, 2.352], [0.597, -4.984, 1.198], [-8.216, -2.872, -3.580], [6.470, 2.537, 2.312], [-6.360, -3.283, -4.026], [5.503, 4.579, 4.675], [-3.924, 2.429, 1.378], [4.773, 8.783, 0.249], [2.148, -1.972, -3.186], [-2.085, -5.210, -1.737], [-7.976, 0.066, -0.531], [-6.661, -1.256, -1.880], [-6.840, -3.650, -1.804], [4.369, 6.867, 2.390], [-3.727, -1.551, 0.816], [3.176, 7.434, 0.181], [-0.919, -3.431, 2.954], [2.648, -0.339, 5.081], [0.168, -0.406, 2.230], [7.421, 9.937, 0.100], [-3.671, -8.442, -3.283], [1.332, 3.226, 3.292], [0.068, -1.309, 2.971], [0.724, -5.210, -5.148], [-0.734, -6.501, -3.364], [4.127, 5.541, 1.283], [2.356, -1.115, -1.512], [-4.157, -5.822, 0.154], [1.609, -5.337, -4.374], [0.956, -3.935, -7.221], [-3.042, -6.219, 1.703], [-3.299, -7.013, -3.247], [-1.567, -7.925, -1.099], [7.820, 6.600, 2.344], [0.913, 2.720, 2.415], [-8.129, -0.857, -1.253], [3.494, 4.091, 4.095], [-0.769, -7.510, -3.957], [-3.522, 1.240, 0.610], [6.467, 7.654, 2.791], [-4.188, -4.482, -1.977], [5.135, 11.466, 0.646], [1.357, -4.137, 1.495], [4.628, 6.947, -0.684], [0.939, 2.409, 4.541], [-4.017, -3.278, 1.505], [5.817, 1.930, 2.947], [6.358, 1.023, 3.234], [4.810, 11.441, 2.382], [-0.753, -5.205, -4.368], [-8.812, -0.462, -2.142], [-6.321, -3.386, 0.455], [4.271, 7.405, 0.245], [8.503, 10.760, 1.223], [7.318, 11.711, 0.304], [-0.697, -8.837, -1.729], [0.265, -3.683, -1.876], [-3.001, -2.880, -2.850], [-2.952, -3.229, -0.555], [0.259, -6.525, -2.703], [4.676, 6.481, 1.414], [-4.042, -0.512, -1.252], [-1.138, -2.366, 2.490], [5.334, 4.346, 2.932], [2.005, -4.329, -7.578], [-2.610, -2.330, -1.866], [1.411, -3.920, 2.643], [-5.854, -2.508, -1.477], [2.606, 0.697, 4.729]],
  "lowdin_charge": [-0.194, -0.431, -0.418, 0.063, -0.207, 0.107, 0.127, 0.115, -0.101, -0.051, 0.123, 0.081, 0.112, 0.859, 0.095, -0.092, 0.055, -0.017, 0.069, 0.083, 0.140, 0.138, -0.201, -0.411, -0.113, 0.101, 0.032, -0.006, 0.112, 0.097, 0.069, 0.107, -0.198, 0.124, -0.224, 0.066, -0.062, 0.067, -0.375, 0.089, -0.194, -0.200, -0.187, 0.111, -0.104, 0.961, -0.276, 0.066, -0.042, -0.114, 0.083, 0.137, 0.106, -0.195, 0.117, 0.120, -0.606, 0.038, -0.221, 0.110, -0.015, 0.099, 0.107, -0.384, 0.095, 0.056, 0.084, 0.090, 0.103, 0.124, -0.046, -0.057, 0.074, -0.162, 0.100, -0.289, -0.247, 0.105, 0.120, 0.119, 0.149, 0.089, 0.082, 0.068, 0.020, -0.188, -0.129, -0.196, -0.166, 0.114, 0.071, 0.403, 0.131, -0.141, 0.139, -0.496, 0.718, 0.091, 0.117, -0.041, -0.205, 0.131, -0.151, 0.090, 0.119, 0.120, -0.293, 0.120, -0.205, 0.127, -0.106, 0.090, 0.118, -0.129, 0.111, 0.113, -0.187, 0.091, 0.088, -0.087, 0.056, 0.142, -0.331, 0.130, -0.222, 0.068, -0.242, 0.095, 0.100, -0.139, 0.041, -0.109, -0.092],
  "energy_ev": -121943.514,
  "e_homo_ha": -0.2809,
  "smiles": "CCN(CC[C@@](CCSc1nnco1)(O[C@@H]([C@@H](C)F)P(C)CC)[C@@H](O[C@](S)(CCCOC)B(O)O)[PH2]=S)C(C)=O.COCCNCCOC.COCCNCCOC",
  "multiplicity": 1,
  "homo_lumo_gap_ev": 7.37
}